P) 16
Properties=species:S:1:pos:R:3 method="wB97M-V/def2-TZVPD" homo_lumo_gap_ev=8.38 charge=0 e_lumo_ha=0.01961 e_homo_ev=-7.8
C -1.696 -0.805 2.407
C -1.222 -0.456 1.190
C -0.037 1.403 -1.287
C 1.879 -0.334 -0.790
C 0.458 0.008 -0.921
O 0.026 -0.052 1.040
F -0.301 -0.975 -1.431
H -2.706 -1.194 2.562
H -1.064 -1.082 3.234
H -1.987 -0.188 0.566
H 0.145 1.392 -2.404
H 0.667 1.945 -0.731
H -1.036 1.483 -0.962
H 2.492 0.434 -1.332
H 2.302 -0.321 0.265
H 2.080 -1.259 -1.406


Q) 16
Properties=species:S:1:pos:R:3 method="wB97M-V/def2-TZVPD" smiles="CO/C=C(/C)CF" homo_lumo_gap_ev=9.20 charge=0 e_lumo_ha=0.03239 e_homo_ev=-8.3
C 1.969 -0.460 -1.211
O 1.382 -1.412 -0.306
C 0.141 -1.228 0.183
C -0.566 -0.052 0.370
C -1.941 -0.097 0.825
C -0.034 1.353 0.285
F -1.088 2.234 0.224
H 1.221 -0.180 -1.953
H 2.446 0.447 -0.742
H 2.610 -1.154 -1.811
H -0.335 -2.165 0.514
H -2.614 0.491 0.209
H -2.053 0.394 1.870
H -2.204 -1.195 0.862
H 0.421 1.583 1.246
H 0.646 1.440 -0.565


Most stable one: Q), least stable one: P).


P) 6
Properties=species:S:1:pos:R:3 method="wB97M-V/def2-TZVPD" smiles="C1=P[SiH2]1" homo_lumo_gap_ev=8.59 charge=0 e_lumo_ha=0.00429 e_homo_ev=-8.5
C -1.044 0.936 0.007
P -2.266 -0.181 0.041
Si -0.018 -0.652 -0.019
H -1.087 2.090 -0.196
H 0.578 -1.176 -1.412
H 0.450 -1.171 1.222


Q) 6
Properties=species:S:1:pos:R:3 method="wB97M-V/def2-TZVPD" homo_lumo_gap_ev="8.15 / 6.89" charge=0 e_lumo_ha="-0.04177 / -0.02751" e_homo_ev="-9.3 / -7.6"
C 0.384 1.177 -0.308
Si -0.412 -0.523 -0.168
P -0.567 1.297 1.148
H 1.074 1.981 -0.524
H -0.839 -1.020 -1.677
H 0.361 -2.913 1.530


Most stable one: P), least stable one: Q).


P) 21
Properties=species:S:1:pos:R:3 method="wB97M-V/def2-TZVPD" smiles=NCCN.O.O.O homo_lumo_gap_ev=10.16 charge=0 e_lumo_ha=0.02560 e_homo_ev=-9.5
N -1.221 2.130 0.201
C -0.013 1.344 0.253
C 0.357 1.072 1.688
N 1.669 0.424 1.806
H -1.595 2.020 -0.727
H -1.930 1.687 0.769
H -0.098 0.363 -0.243
H 0.797 1.851 -0.281
H -0.440 0.438 2.087
H 0.270 2.003 2.280
H 1.962 0.521 2.775
H 2.290 1.022 1.258
O 1.129 -2.044 0.436
H 1.273 -1.201 0.953
H 0.617 -2.570 1.055
O -1.905 -0.162 -2.881
H -1.556 -0.979 -2.485
H -1.389 -0.076 -3.689
O -0.238 -2.351 -1.976
H -0.248 -3.294 -2.138
H 0.269 -2.200 -1.142


Q) 21
Properties=species:S:1:pos:R:3 method="wB97M-V/def2-TZVPD" smiles=NCCN.O.O.O homo_lumo_gap_ev=9.59 charge=0 e_lumo_ha=0.01956 e_homo_ev=-9.1
N 0.517 -1.766 1.676
C -0.219 -1.573 0.443
C -0.403 -0.117 0.014
N 0.819 0.494 -0.534
H 0.252 -1.146 2.433
H 1.509 -1.744 1.503
H -1.197 -2.073 0.481
H 0.315 -2.123 -0.334
H -1.183 -0.075 -0.754
H -0.643 0.466 0.907
H 1.643 -0.084 -0.458
H 0.796 0.742 -1.509
O 4.111 -3.945 1.845
H 3.558 -3.341 1.329
H 3.763 -4.815 1.622
O -3.584 3.955 3.375
H -2.952 4.178 2.672
H -4.123 3.191 3.138
O -1.098 2.598 -6.310
H -0.822 2.328 -7.191
H -1.559 1.838 -5.946


Most stable one: P), least stable one: Q).


P) 18
Properties=species:S:1:pos:R:3 method="wB97M-V/def2-TZVPD" homo_lumo_gap_ev=8.74 charge=0 e_lumo_ha=0.01329 e_homo_ev=-8.4
C -2.096 0.175 -0.928
C -2.174 1.125 -0.001
C -0.243 0.245 1.827
N 0.452 -0.601 1.190
C 1.190 -0.069 -0.278
O 1.126 1.173 -0.367
C 2.555 -0.759 -0.346
H -2.785 -0.667 -0.954
H -1.334 0.223 -1.701
H 0.343 -0.750 -0.745
H -1.475 1.957 -0.012
H -2.933 1.110 0.780
H 0.004 1.300 1.686
H -1.074 -0.057 2.456
H 0.077 -1.538 1.029
H 2.814 -0.807 -1.407
H 2.558 -1.774 0.067
H 3.332 -0.169 0.154


Q) 18
Properties=species:S:1:pos:R:3 method="wB97M-V/def2-TZVPD" smiles="CC[C@@H](C=O)NC" homo_lumo_gap_ev=10.24 charge=0 e_lumo_ha=0.03591 e_homo_ev=-9.3
C 2.335 -0.747 -0.078
C 1.050 -0.427 -0.824
C -0.103 0.031 0.089
C 0.172 1.455 0.553
O 1.205 1.831 1.036
N -1.400 -0.041 -0.579
C -2.532 0.125 0.306
H 2.907 -1.473 -0.659
H 2.159 -1.298 0.843
H 2.883 0.151 0.168
H 0.660 -1.268 -1.413
H 1.204 0.348 -1.581
H -0.071 -0.573 0.997
H -0.660 2.178 0.416
H -1.431 -0.961 -1.000
H -2.683 -0.712 1.001
H -3.374 0.449 -0.296
H -2.324 0.930 1.022


R) 18
Properties=species:S:1:pos:R:3 method="wB97M-V/def2-TZVPD" smiles="CCN(C)C(C)=O" homo_lumo_gap_ev=9.82 charge=0 e_lumo_ha=0.02854 e_homo_ev=-9.0
C 2.158 -0.882 0.138
C 1.461 0.400 -0.155
N -0.077 0.232 -0.157
C -0.702 1.567 -0.132
C -0.752 -0.850 -0.141
C -2.310 -0.817 0.163
O -0.279 -1.953 -0.343
H 3.327 -0.791 0.366
H 2.234 -1.477 -0.574
H 1.864 -1.276 0.923
H 1.664 0.911 -1.037
H 1.712 1.161 0.773
H -1.691 1.618 -0.288
H -0.322 2.021 -0.926
H -0.607 2.313 0.708
H -2.539 -1.784 0.204
H -2.682 -0.359 -0.471
H -2.459 -0.034 0.949


S) 18
Properties=species:S:1:pos:R:3 method="wB97M-V/def2-TZVPD" smiles="CNC(=O)C(C)C" homo_lumo_gap_ev=10.44 charge=0 e_lumo_ha=0.03239 e_homo_ev=-9.6
C 2.858 0.541 -0.221
N 1.432 0.181 -0.424
C 0.543 -0.181 0.509
O 0.615 -0.404 1.694
C -0.929 -0.200 -0.313
C -1.619 -1.500 0.032
C -1.606 1.055 0.217
H 3.075 1.553 -0.582
H 3.550 -0.150 -0.717
H 3.096 0.523 0.855
H 0.608 0.064 -1.091
H -0.984 -0.111 -1.442
H -1.502 -1.655 1.105
H -1.165 -2.351 -0.494
H -2.684 -1.473 -0.218
H -2.657 1.124 -0.081
H -1.543 1.027 1.307
H -1.088 1.957 -0.135


Most stable one: Q), least stable one: R).